(1)
The following is a quantum chemistry calculation of a molecular structure, C12H33BrCuN3O3, from OMol25.

Structure (XYZ):
```
53
C12H33BrCuN3O3 wB97M-V/def2-TZVPD
Br 10.7763 7.8016 8.7063
Cu 11.1213 5.6351 8.6595
O 15.3476 8.8058 12.4458
O 11.3382 13.1135 7.0258
O 8.3151 11.7063 6.0875
N 12.3709 8.9291 10.2709
N 12.6175 9.8358 8.3242
N 9.5547 9.1099 6.5739
C 7.5462 8.4370 7.7998
C 11.6445 10.7818 7.8532
C 14.5636 8.5502 9.4234
C 12.3122 12.2222 7.6388
C 13.7264 8.4663 10.7068
C 15.9608 9.4928 13.5732
C 10.8325 12.6898 5.7881
C 8.0846 9.3428 6.7323
C 10.4554 10.6656 8.7530
C 7.7653 10.8342 7.0892
C 8.0117 13.0890 6.3375
C 14.2422 9.4995 11.8010
H 7.6989 9.1429 5.7326
H 8.6120 13.6609 5.6300
H 15.2065 9.6718 14.3395
H 6.5466 8.8042 8.0324
H 11.9734 8.3225 9.5679
H 8.0656 8.5979 8.7445
H 7.5443 7.3986 7.4686
H 12.5484 12.7538 8.5606
H 13.5744 7.4511 11.0734
H 16.3901 10.4624 13.3205
H 11.3880 10.4289 6.8543
H 14.1186 7.9960 8.5970
H 13.1877 12.1178 6.9980
H 9.8710 9.7463 8.7152
H 11.5694 12.2166 5.1392
H 12.1999 8.9399 8.5316
H 8.3559 13.2983 7.3503
H 6.9406 13.2508 6.2163
H 9.9578 9.9909 6.2885
H 10.0469 11.9388 5.8707
H 15.5964 8.2691 9.6288
H 9.7591 11.4725 8.5244
H 9.9972 8.9119 7.4600
H 6.6887 11.0046 7.0962
H 14.5807 9.6174 9.2018
H 12.4736 9.8321 9.8302
H 10.7621 10.7837 9.7923
H 8.2175 11.0289 8.0616
H 13.6034 9.8047 12.6297
H 12.9240 10.1351 9.2389
H 16.8034 8.8513 13.8310
H 10.4807 13.5449 5.2108
H 14.4130 10.5183 11.4531
```

Results
Spin multiplicity: 2
LUMO (spin up / spin down): -4.75 / -6.27 eV
E: -5080.751683 Eh
Net charge: +1
HOMO level (spin up / spin down): -11.7279 / -11.7260 eV
Energy above the lowest of the compared OMol25 structures with the same formula, charge and spin: 254.35 kcal per mole

Mulliken population analysis, charges in e, atoms 1 to 4: atom 1 (Br): -0.307, atom 2 (Cu): 0.138, atom 3 (O): -0.335, atom 4 (O): -0.382

(2)
The following is a quantum chemistry calculation of a molecular structure, C12H33N7O2V, from OMol25.

Structure (XYZ):
```
55
C12H33N7O2V wB97M-V/def2-TZVPD
V 0.0345 -0.9981 -0.2073
O 1.5907 -1.4338 -1.1378
O 3.5431 -1.7177 -2.2182
N 1.0790 -4.1003 -1.5260
N 0.7577 -1.7315 1.6905
N -1.1239 -1.4164 -2.0315
N -1.7634 -1.3475 0.6857
N 0.2449 3.0784 0.5974
N 2.2235 -3.4543 -2.0025
N 0.2583 0.7610 0.3738
C 0.8017 3.0101 1.9648
C -2.8151 -1.6829 -0.3241
C -0.1610 -2.8962 1.7707
C -2.1458 -2.3642 -1.5033
C -0.0032 4.4366 0.0663
C -1.5907 -2.3684 1.7739
C 3.9069 -0.3237 -2.0476
C 2.4210 -2.1565 -1.7574
C -0.7601 2.0963 -1.3978
C -1.3180 5.0309 0.5697
C -0.2088 2.5244 3.0049
C -0.0619 2.0028 -0.0771
H 0.0071 -3.5036 2.6604
H 4.8430 -0.2088 -2.5812
H 4.0540 -0.1003 -0.9931
H -0.5665 1.5131 2.8009
H 0.2603 2.5336 3.9880
H 0.6829 -1.1956 2.5523
H -1.6448 -3.2761 -1.1741
H 1.7069 2.3960 1.9670
H -1.2760 5.2457 1.6370
H -1.3659 2.9910 -1.4952
H 1.1188 4.0141 2.2307
H 0.8283 0.8139 1.2117
H -2.1596 4.3625 0.3802
H 0.6209 -4.5526 -2.3133
H 0.0306 4.4151 -1.0192
H 1.7222 -2.0535 1.6495
H -0.0280 2.0900 -2.2090
H -1.5024 5.9717 0.0536
H -1.6006 -0.6913 -2.5602
H -3.5999 -2.3058 0.1034
H -2.8893 -2.6376 -2.2520
H 0.8253 5.0612 0.3942
H -1.8066 -1.9064 2.7379
H -1.0714 3.1872 3.0473
H -1.4079 1.2309 -1.5098
H 1.3724 -4.8517 -0.9069
H -2.0638 -0.4874 1.1363
H -0.5353 -1.8930 -2.7092
H -2.2928 -3.1909 1.6469
H 3.1471 0.3227 -2.4804
H -3.2812 -0.7558 -0.6630
H 2.9513 -3.9645 -2.4881
H 0.0116 -3.5224 0.8904
```

Results
Spin multiplicity: 3
LUMO (spin up / spin down): -10.28 / -9.34 eV
E: -1953.951174 Eh
Net charge: +3
HOMO level (spin up / spin down): -19.0328 / -19.0895 eV
Energy above the lowest of the compared OMol25 structures with the same formula, charge and spin: 16.37 kcal per mole

Mulliken population analysis, charges in e, atoms 1 to 4: atom 1 (V): 0.522, atom 2 (O): -0.429, atom 3 (O): -0.402, atom 4 (N): -0.483

(3)
The following is a quantum chemistry calculation of 4 unconnected molecules or ions with the total composition C12H33NO7, from OMol25.

Structure (XYZ):
```
53
C12H33NO7 wB97M-V/def2-TZVPD
O 0.6409 2.2127 2.2551
O 2.6059 1.7490 -2.0740
O 1.2819 -0.3423 2.5923
O 0.4623 -1.7197 -3.2458
O -2.4728 0.2740 0.7430
O -1.8473 -0.2203 -2.1585
O 0.9786 -2.4212 0.6725
N 0.6235 0.4578 -0.3585
C 0.2964 3.5259 1.8944
C 2.0837 0.5355 3.4094
C 2.0119 1.9935 2.7009
C -3.2008 0.5872 -0.4497
C -0.1836 -0.5223 -3.6904
C 1.9182 -1.6576 -3.4732
C -2.5135 1.1620 1.8549
C 0.4270 -2.3552 1.9889
C 1.2037 -1.5804 2.8824
C -0.0045 -3.2362 -0.1410
C -1.7154 -0.4345 -3.3787
C -3.1898 -0.2960 -1.6375
H 2.8519 2.1000 1.9659
H 3.1696 0.2132 3.5942
H 2.4065 -2.1836 -2.6770
H -2.1067 -1.3236 -3.5523
H -0.4888 -2.1116 2.0284
H 0.4310 0.4272 -3.3958
H 2.2322 -1.9107 -4.4343
H -2.2330 2.1792 1.5953
H -0.7409 -2.5346 -0.7228
H 2.2280 2.7467 3.4974
H 2.4138 -0.6261 -3.4181
H 1.2209 -0.1733 -0.8292
H -3.9827 -0.1387 -2.2227
H 0.5884 4.2760 2.5272
H 2.1985 -1.9026 2.9839
H -2.8389 1.7623 -0.5935
H 0.4606 -3.4348 2.1465
H 3.5017 1.6914 -2.3357
H -4.2952 0.7451 -0.0696
H 0.2031 1.0178 -1.1261
H 0.4961 -3.4035 -1.0817
H 1.5003 0.9261 4.2325
H -0.0075 0.0267 0.2808
H 0.8984 3.8441 0.9786
H 0.7766 -1.3750 3.8012
H -3.4723 1.4973 2.1257
H 1.3422 1.0662 -0.1747
H -3.4688 -1.3312 -1.3018
H -0.2426 -4.1794 0.1813
H -0.6438 3.5584 1.5000
H 0.0656 -0.5163 -4.8164
H -2.0963 0.3774 -3.8433
H -1.7744 0.9783 2.7696
```

Results
Spin multiplicity: 1
LUMO: 0.62 eV
E: -1057.964382 Eh
HOMO level: -6.4354 eV
Energy above the lowest of the compared OMol25 structures with the same formula, charge and spin: 204.61 kcal per mole

Mulliken population analysis, charges in e, atoms 1 to 4: atom 1 (O): -0.082, atom 2 (O): -0.989, atom 3 (O): -0.149, atom 4 (O): -0.331

(4)
The following is a quantum chemistry calculation of a molecular structure, C12H33O11P3S2, from OMol25.

Structure (XYZ):
```
61
C12H33O11P3S2 wB97M-V/def2-TZVPD
S -0.4322 2.1100 -1.0977
S -4.0372 1.3808 -1.7376
P -1.8265 0.8868 5.3139
P -3.1154 2.6474 -0.6377
P 2.3299 -1.1735 -4.5385
O -2.1931 -0.5445 5.9733
O 3.6821 -1.8562 -5.1091
O 1.5978 -0.7894 -5.8905
O -1.7271 2.0380 0.0147
O -1.9733 0.5317 3.7338
O 2.1006 -1.7027 -3.1865
O -0.3815 1.0988 5.4836
O 0.6661 1.4615 -0.4625
O 2.8592 0.3417 -4.2641
O -3.2339 1.6166 5.3900
O -0.0753 3.7059 -1.1719
C -4.4447 0.9466 4.9859
C -5.2391 0.4451 6.1728
C 2.7054 0.9625 -2.9857
C -2.4726 -0.0547 8.3646
C 2.6720 -1.1206 -8.0677
C 3.8238 -3.2779 -5.0219
C -0.0758 -0.4591 2.5721
C -1.7260 -0.8336 7.2951
C 3.9669 0.8256 -2.1550
C 2.9336 -4.0176 -6.0059
C -0.9111 0.7853 2.8057
C 2.3049 -0.1460 -6.9690
H -5.0267 1.6994 4.4543
H -0.7579 4.2640 -0.7736
H 4.7303 1.5210 -2.5099
H 4.3884 -0.1755 -2.2370
H -2.5139 1.0106 8.1271
H 3.6209 -3.6082 -4.0013
H 1.8682 -1.8361 -8.2403
H 0.8710 -0.2081 2.0939
H -4.8396 -0.4977 6.5429
H -6.2754 0.2696 5.8811
H -4.2384 0.1410 4.2860
H 1.6134 0.5984 -7.3626
H -3.5004 -0.4055 8.4566
H 2.8757 -0.5804 -8.9931
H -0.2880 1.6114 3.1477
H -3.8406 3.0422 0.4898
H 4.8709 -3.4956 -5.2303
H -0.6102 -1.1558 1.9233
H -5.2143 1.1638 6.9919
H -1.3741 1.1019 1.8721
H -1.8698 -1.9033 7.4446
H 1.9009 -3.6662 -5.9523
H -1.9861 -0.1787 9.3324
H 3.1825 0.3841 -6.6085
H 2.9500 -5.0882 -5.8003
H 2.4945 2.0200 -3.1598
H -0.6539 -0.6386 7.3597
H 3.2740 -3.8657 -7.0301
H -2.7393 3.7376 -1.4381
H 3.5698 -1.6813 -7.8122
H 0.1241 -0.9844 3.5057
H 1.8497 0.5504 -2.4584
H 3.7665 1.0453 -1.1059
```

Results
Spin multiplicity: 1
LUMO: 0.03 eV
E: -3125.215067 Eh
HOMO level: -9.4689 eV

Mulliken population analysis, charges in e, atoms 1 to 4: atom 1 (S): 0.697, atom 2 (S): -0.335, atom 3 (P): 0.984, atom 4 (P): 0.255